Record 1
Density functional theory data (wB97M-V/def2-TZVPD) for an isolated molecule of C3H3NO2.

Properties
HOMO energy: -11.4551 eV

```
! RIJCOSX wB97M-V def2-TZVPD def2/J DEFGRID3
* xyz 0 1
O 1.907 -0.689 0.630
C 1.614 0.178 -0.149
O 0.388 0.369 -0.647
C -0.648 -0.452 -0.103
C -1.805 0.445 -0.153
N -2.597 1.254 -0.385
H 2.284 0.942 -0.563
H -0.820 -1.307 -0.762
H -0.396 -0.831 0.895
*
```


Record 2
Density functional theory data (wB97M-V/def2-TZVPD) for an isolated molecule of C3H3NO2.

Properties
HOMO energy: -9.8248 eV

```
! RIJCOSX wB97M-V def2-TZVPD def2/J DEFGRID3
* xyz 0 1
O 0.300 1.330 0.728
C -1.143 0.155 -0.380
O -0.162 -0.456 -1.161
C 0.875 -0.769 -0.165
C 0.161 0.097 0.843
N -1.198 -0.225 0.882
H -1.933 0.661 -0.926
H 0.909 -1.832 0.081
H 1.825 -0.377 -0.526
*
```


Record 3
Density functional theory data (wB97M-V/def2-TZVPD) for a 2-piece molecular cluster, C3H3NO2 overall.

Properties
HOMO energy (spin up / spin down): -9.1407 / -9.1369 eV

```
! RIJCOSX wB97M-V def2-TZVPD def2/J DEFGRID3
* xyz 0 1
C -1.445 0.087 0.140
C 1.140 0.930 0.083
C -0.243 0.608 -0.147
N -2.490 -0.130 0.535
O 0.493 1.077 -1.160
O 0.108 -1.913 -0.513
H 1.233 1.772 0.779
H 1.705 -0.040 0.188
H -0.501 -2.392 0.094
*
```


Record 4
Density functional theory data (wB97M-V/def2-TZVPD) for an isolated molecule of C3H3NO2.

Properties
HOMO energy: -10.4057 eV

```
! RIJCOSX wB97M-V def2-TZVPD def2/J DEFGRID3
* xyz 0 1
O -1.570 1.563 0.225
C -0.578 0.893 0.324
C -0.547 -0.617 -0.088
N 0.859 -1.298 0.096
C 1.292 -0.157 -0.057
O 0.630 1.169 0.757
H -1.146 -1.115 0.641
H -0.840 -0.801 -1.128
H 1.894 0.365 -0.773
*
```


Record 5
Density functional theory data (wB97M-V/def2-TZVPD) for an isolated molecule of C3H3NO2.

Properties
HOMO energy (spin up / spin down): -8.1344 / -8.8332 eV

```
! RIJCOSX wB97M-V def2-TZVPD def2/J DEFGRID3
* xyz 0 1
C 1.444 1.045 0.518
C 0.823 0.092 -0.504
C -1.594 -0.324 0.389
N -0.516 -0.425 -0.404
O 0.955 1.555 1.457
O -0.845 -1.505 0.517
H 0.849 0.616 -1.461
H 1.495 -0.765 -0.569
H -2.611 -0.289 0.057
*
```


Record 6
Density functional theory data (wB97M-V/def2-TZVPD) for a 3-piece molecular cluster, C3H3NO2 overall.

Properties
HOMO energy: -10.9916 eV

```
! RIJCOSX wB97M-V def2-TZVPD def2/J DEFGRID3
* xyz 0 1
C 0.515 1.258 0.938
O 1.020 0.780 -0.043
C 0.550 -0.657 -1.591
O 1.485 -0.641 -2.232
C -1.337 -1.214 0.000
N -1.729 -2.263 -0.275
H -1.127 -0.248 0.399
H 0.276 0.646 1.826
H 0.348 2.338 0.980
*
```


Record 7
Density functional theory data (wB97M-V/def2-TZVPD) for a 2-piece molecular cluster, C3H3NO2 overall.

Properties
HOMO energy: -10.1395 eV

```
! RIJCOSX wB97M-V def2-TZVPD def2/J DEFGRID3
* xyz 0 1
C 0.689 0.348 0.465
C 0.818 -0.648 -0.183
C -1.084 -1.063 -2.275
N -0.880 -0.101 -1.621
O -0.909 -1.890 -3.058
O -1.605 0.565 -0.738
H 0.789 1.155 1.149
H 0.864 -1.547 -0.755
H -1.165 0.307 0.129
*
```


Record 8
Density functional theory data (wB97M-V/def2-TZVPD) for an isolated molecule of C3H3NO2.

Properties
HOMO energy: -9.0738 eV

```
! RIJCOSX wB97M-V def2-TZVPD def2/J DEFGRID3
* xyz 0 1
C -0.406 1.150 -0.415
C 0.083 -0.962 0.315
C 1.329 -0.412 0.051
H -2.006 -0.063 0.402
H -0.229 -1.863 0.761
H 2.414 -0.857 -0.225
N -0.946 -0.011 0.013
O -1.129 2.231 -0.288
O 0.890 0.786 -0.614
*
```


Record 9
Density functional theory data (wB97M-V/def2-TZVPD) for an isolated molecule of C3H3NO2.

Properties
HOMO energy: -9.8002 eV

```
! RIJCOSX wB97M-V def2-TZVPD def2/J DEFGRID3
* xyz 0 1
C -1.495 0.110 0.299
C -2.883 0.074 -0.028
C -0.084 -0.240 0.186
N -2.234 1.297 0.059
O -3.808 -0.605 -0.101
O 0.812 0.835 -0.094
H 0.026 -1.002 -0.504
H 0.236 -0.918 1.137
H 0.680 1.669 0.400
*
```


Record 10
Density functional theory data (wB97M-V/def2-TZVPD) for an isolated molecule of C3H3NO2.

Properties
HOMO energy: -9.9469 eV

```
! RIJCOSX wB97M-V def2-TZVPD def2/J DEFGRID3
* xyz 0 1
C -0.651 0.055 0.334
C 0.063 -0.487 -0.763
C 1.304 -0.008 -0.560
H -2.196 0.282 1.423
H -0.298 -1.063 -1.583
H 2.236 -0.092 -1.102
N 0.119 0.749 1.129
O -1.953 -0.135 0.568
O 1.375 0.700 0.555
*
```


Number 1: DFT total energy -8743.7759 eV. Number 2: DFT total energy -8740.3083 eV. Number 3: DFT total energy -8737.6702 eV. Number 4: DFT total energy -8741.3218 eV. Number 5: DFT total energy -8737.6371 eV. Number 6: DFT total energy -8741.7620 eV. Number 7: DFT total energy -8739.0869 eV. Number 8: DFT total energy -8742.4604 eV. Number 9: DFT total energy -8741.2681 eV. Number 10: DFT total energy -8743.0041 eV.